a.
The following is a quantum chemistry calculation of an isolated ion of composition NO4S and charge -1, from the Open Molecules 2025 dataset.

- E_HOMO: -4.69 eV

Structure (ORCA input):
```
! RIJCOSX wB97M-V def2-TZVPD def2/J DEFGRID3
* xyz -1 1
N -1.163 -0.160 0.059
O 1.010 -1.346 0.033
O -0.433 0.760 -0.535
O -2.386 0.026 0.071
O 2.290 0.790 0.537
S 1.509 -0.057 -0.409
*
```

***

b.
The following is a quantum chemistry calculation of a 2-piece molecular cluster, NO4S overall, from the Open Molecules 2025 dataset.

- E_HOMO (spin up / spin down): -3.21 / -3.96 eV

Structure (ORCA input):
```
! RIJCOSX wB97M-V def2-TZVPD def2/J DEFGRID3
* xyz -1 1
N 1.593 0.423 -0.675
O -0.092 -0.845 1.574
O 1.280 1.556 -0.605
O -1.148 -1.529 -0.579
O -1.133 0.860 0.087
S -0.499 -0.464 0.197
*
```

***

It turns out a is the most stable, with the second structure 28.7 kJ/mol higher.

***

a.
The following is a quantum chemistry calculation of a 6-piece molecular cluster, C7H26NO5 overall, from the Open Molecules 2025 dataset.

- E_HOMO: -11.38 eV

Structure (ORCA input):
```
! RIJCOSX wB97M-V def2-TZVPD def2/J DEFGRID3
* xyz 1 1
C -1.399 -0.653 1.203
C -0.383 0.340 0.647
C -0.665 0.465 -0.847
C -0.871 1.864 -1.190
C -0.438 2.320 -2.391
C 0.567 1.657 -3.230
C -1.843 2.772 -0.277
N 0.941 -0.277 1.074
H -2.046 -1.128 0.475
H -2.244 -0.112 1.536
H -1.181 -1.379 1.947
H -0.388 1.318 1.043
H 0.127 0.044 -1.516
H -1.548 -0.039 -1.216
H -1.060 3.128 -2.918
H 1.298 2.600 -3.452
H 0.058 1.141 -4.056
H 1.129 0.947 -2.563
H -2.597 2.161 0.218
H -1.459 3.131 0.703
H -2.139 3.664 -0.938
H 0.797 -1.231 1.168
H 1.733 -0.097 0.462
H 1.091 0.022 1.968
H 3.033 1.471 -2.199
H 4.206 0.757 -1.619
O 3.262 0.972 -1.456
H 2.077 -2.759 3.322
H 0.703 -3.543 3.191
O 1.174 -2.827 2.816
H 1.800 -0.137 4.160
H 3.111 0.568 3.548
O 2.168 0.380 3.442
H 0.019 -4.014 0.140
H 0.701 -3.461 1.317
O 0.036 -3.267 0.612
H -3.510 -2.115 -2.480
H -2.703 -2.474 -1.209
O -3.559 -2.212 -1.434
*
```

***

b.
The following is a quantum chemistry calculation of a 6-piece molecular cluster, C7H26NO5 overall, from the Open Molecules 2025 dataset.

- E_HOMO: -11.43 eV

Structure (ORCA input):
```
! RIJCOSX wB97M-V def2-TZVPD def2/J DEFGRID3
* xyz 1 1
C -1.439 1.003 0.871
C -0.580 -0.038 0.133
C 0.878 0.444 -0.139
C 2.511 -1.380 -0.054
C 1.776 -0.560 -0.857
C 1.566 -0.496 -2.300
C 3.451 -2.426 -0.357
N -2.792 0.522 0.546
H -1.344 0.992 1.951
H -1.112 1.896 0.340
H -1.094 -0.369 -0.810
H -0.741 -1.005 0.637
H 1.385 0.659 0.808
H 0.900 1.461 -0.747
H 2.400 -1.200 1.023
H 0.479 0.043 -2.331
H 1.647 -1.458 -2.745
H 2.345 0.049 -2.810
H 3.544 -2.475 -1.489
H 4.493 -2.253 -0.208
H 3.282 -3.396 0.222
H -3.632 0.678 1.238
H -2.735 -0.472 0.305
H -2.853 0.946 -0.400
H 2.100 -0.350 2.774
H 2.673 -0.795 3.902
O 1.836 -0.464 3.625
H -3.419 1.519 3.917
H -2.254 0.935 3.213
O -3.187 0.836 3.154
H 2.913 3.705 -2.277
H 2.236 4.020 -0.977
O 2.046 3.537 -1.757
H -2.129 2.083 -3.400
H -1.712 0.638 -3.434
O -2.183 1.276 -2.923
H -4.308 -2.770 1.000
H -3.169 -3.000 -0.016
O -3.777 -2.336 0.374
*
```

***

It turns out b is the most stable, with the second structure 13.5 kJ/mol higher.

***

a.
The following is a quantum chemistry calculation of a 2-piece molecular cluster, C3BrF5O overall, from the Open Molecules 2025 dataset.

- E_HOMO (spin up / spin down): -9.52 / -9.87 eV

Structure (ORCA input):
```
! RIJCOSX wB97M-V def2-TZVPD def2/J DEFGRID3
* xyz 0 1
C -0.129 -0.814 -0.233
C -0.246 -1.139 1.176
C 0.342 1.606 -0.801
O -1.381 -0.949 0.340
F -0.250 -2.415 1.581
F -0.196 -0.291 2.168
F 1.531 1.371 -1.372
F -0.469 2.342 -1.559
F 0.469 2.165 0.381
Br 0.330 -1.875 -1.681
*
```

***

b.
The following is a quantum chemistry calculation of one molecule with the formula C3BrF5O, from the Open Molecules 2025 dataset.

- E_HOMO (spin up / spin down): -7.77 / -8.89 eV

Structure (ORCA input):
```
! RIJCOSX wB97M-V def2-TZVPD def2/J DEFGRID3
* xyz 0 1
C -0.870 -0.440 0.364
C 1.656 -1.029 0.083
C -1.007 1.026 -0.013
O 0.381 -1.141 0.206
F -1.761 -1.368 -0.086
F 2.368 -2.099 0.052
F -2.298 1.201 -0.180
F -0.585 1.808 0.979
F -0.305 1.400 -1.116
Br 2.421 0.642 -0.288
*
```

***

It turns out b is the most stable, with the second structure 4.9 kJ/mol higher.

***

a.
The following is a quantum chemistry calculation of a 2-piece molecular cluster, C5H12NO2S overall, from the Open Molecules 2025 dataset.

- E_HOMO: -2.86 eV

Structure (ORCA input):
```
! RIJCOSX wB97M-V def2-TZVPD def2/J DEFGRID3
* xyz -1 1
O -0.197 1.956 -1.549
C -0.089 0.945 -0.872
N -1.205 0.286 -0.364
C -1.067 -0.676 0.778
C -1.027 -0.206 2.279
S 0.018 -1.325 3.204
C 1.312 0.293 -0.890
C 2.133 0.284 0.411
H -2.036 0.855 -0.270
H -0.106 -1.194 0.731
H -1.785 -1.471 0.600
H -2.065 -0.282 2.641
H -0.728 0.835 2.376
H 1.839 0.880 -1.635
H 1.193 -0.769 -1.145
H 1.897 -0.569 1.030
H 1.853 1.212 0.957
H 3.185 0.524 0.355
H -0.570 0.105 -2.915
H -1.595 -0.952 -2.520
O -0.962 -0.729 -3.202
*
```

***

b.
The following is a quantum chemistry calculation of a 2-piece molecular cluster, C5H12NO2S overall, from the Open Molecules 2025 dataset.

- E_HOMO: -2.79 eV

Structure (ORCA input):
```
! RIJCOSX wB97M-V def2-TZVPD def2/J DEFGRID3
* xyz -1 1
O -1.908 -1.764 1.126
C -1.003 -1.095 0.592
N -0.511 -0.064 1.380
C 0.591 0.713 0.864
C 0.057 2.144 0.560
S 0.302 2.425 -1.278
C -0.473 -1.319 -0.756
C -1.368 -1.790 -1.829
H -1.048 0.145 2.199
H 1.139 0.268 0.061
H 1.422 0.946 1.659
H 0.511 2.899 1.085
H -1.051 2.284 0.579
H 0.501 -1.886 -0.705
H -0.079 -0.363 -1.210
H -1.658 -2.824 -1.544
H -0.900 -1.637 -2.761
H -2.359 -1.218 -1.804
H 2.696 -1.423 -0.050
H 2.716 -0.980 1.419
O 3.162 -1.546 0.782
*
```

***

It turns out a is the most stable, with the second structure 68.9 kJ/mol higher.

***

a.
The following is a quantum chemistry calculation of one molecule with the formula C20H23NO6, from the Open Molecules 2025 dataset.

- E_HOMO: -8.35 eV
- SMILES string: CCOC(=O)c1c(C)[nH]c(C(=O)COC(=O)COc2ccccc2C)c1C

Structure (ORCA input):
```
! RIJCOSX wB97M-V def2-TZVPD def2/J DEFGRID3
* xyz 0 1
C -5.300 -0.961 -0.084
C -4.158 -0.060 -0.520
O -2.923 -0.668 -0.152
C -1.856 -0.417 -0.931
O -1.921 0.284 -1.916
C -0.659 -1.101 -0.449
C -0.572 -1.914 0.687
C -1.598 -2.306 1.681
N 0.688 -2.349 0.768
C 1.458 -1.836 -0.256
C 2.839 -2.255 -0.293
O 3.235 -3.198 0.368
C 3.809 -1.449 -1.158
O 3.569 -0.051 -1.048
C 3.966 0.542 0.074
O 4.603 0.016 0.947
C 3.526 2.007 0.093
O 2.211 2.206 -0.353
C 1.174 1.852 0.480
C 1.334 1.099 1.635
C 0.240 0.806 2.433
C -1.015 1.270 2.091
C -1.173 2.009 0.931
C -0.099 2.305 0.107
C -0.312 3.068 -1.161
C 0.624 -1.053 -1.052
C 0.953 -0.357 -2.320
H -6.248 -0.499 -0.341
H -5.229 -1.925 -0.581
H -5.262 -1.120 0.991
H -4.166 0.100 -1.604
H -4.223 0.916 -0.026
H -2.406 -2.849 1.195
H -1.156 -2.933 2.453
H -2.032 -1.420 2.138
H 1.080 -2.960 1.469
H 3.679 -1.696 -2.213
H 4.828 -1.687 -0.835
H 3.684 2.408 1.102
H 4.156 2.557 -0.615
H 2.305 0.730 1.927
H 0.382 0.222 3.330
H -1.867 1.064 2.722
H -2.150 2.376 0.653
H -0.788 2.414 -1.892
H -0.970 3.918 -0.991
H 0.633 3.418 -1.565
H 1.475 0.576 -2.117
H 1.594 -0.973 -2.947
H 0.037 -0.125 -2.854
*
```

***

b.
The following is a quantum chemistry calculation of one molecule with the formula C20H23NO6, from the Open Molecules 2025 dataset.

- E_HOMO: -8.02 eV
- SMILES string: COCCN(CCOC)Cc1c(O)ccc2c1O/C(=C\c1ccco1)C2=O

Structure (ORCA input):
```
! RIJCOSX wB97M-V def2-TZVPD def2/J DEFGRID3
* xyz 0 1
C 3.091 0.868 -2.281
O 2.164 0.059 -2.972
C 0.995 -0.249 -2.256
C 1.177 -1.388 -1.235
N 1.513 -0.960 0.119
C 2.290 -1.972 0.825
C 3.775 -1.865 0.447
O 4.299 -0.579 0.679
C 4.660 -0.311 2.013
C 0.335 -0.507 0.853
C -0.003 0.936 0.577
C 0.978 1.942 0.603
O 2.273 1.652 0.793
C 0.631 3.290 0.433
C -0.673 3.674 0.222
C -1.654 2.690 0.176
C -1.305 1.346 0.359
O -2.387 0.513 0.298
C -3.488 1.298 0.066
C -4.746 0.828 -0.057
C -5.150 -0.535 0.030
C -4.441 -1.699 0.249
C -5.382 -2.745 0.230
C -6.593 -2.156 0.002
O -6.464 -0.831 -0.119
C -3.097 2.730 -0.025
O -3.843 3.669 -0.220
H 3.884 1.089 -2.993
H 2.626 1.805 -1.955
H 3.517 0.360 -1.412
H 0.284 -0.583 -3.017
H 0.591 0.647 -1.770
H 0.254 -1.991 -1.219
H 1.982 -2.020 -1.614
H 1.939 -2.994 0.617
H 2.196 -1.802 1.900
H 4.345 -2.625 0.998
H 3.907 -2.040 -0.624
H 5.421 -1.018 2.363
H 3.803 -0.349 2.693
H 5.068 0.697 2.016
H 0.536 -0.599 1.928
H -0.548 -1.125 0.629
H 2.430 0.695 0.648
H 1.428 4.015 0.472
H -0.942 4.709 0.088
H -5.519 1.561 -0.238
H -3.385 -1.773 0.403
H -5.193 -3.790 0.367
H -7.580 -2.565 -0.090
*
```

***

It turns out a is the most stable, with the second structure 308.5 kJ/mol higher.

***

a.
The following is a quantum chemistry calculation of one molecule with the formula C21H27N3O4, from the Open Molecules 2025 dataset.

- E_HOMO: -8.40 eV
- SMILES string: COc1cccc(CCNC(=O)C[C@H]2C(=O)NCCN2Cc2ccc(C)o2)c1

Structure (ORCA input):
```
! RIJCOSX wB97M-V def2-TZVPD def2/J DEFGRID3
* xyz 0 1
C -2.169 0.223 -2.006
O -2.955 0.203 -0.842
C -2.704 -0.768 0.091
C -3.640 -0.880 1.116
C -3.473 -1.834 2.098
C -2.376 -2.677 2.077
C -1.425 -2.562 1.074
C -0.193 -3.424 1.085
C 0.670 -3.144 2.329
N 0.926 -1.736 2.497
C 2.054 -1.139 2.077
O 3.020 -1.731 1.635
C 2.005 0.380 2.211
C 1.129 1.006 1.104
C -0.312 1.172 1.574
O -0.787 0.503 2.478
N -1.059 2.044 0.880
C -0.494 2.991 -0.049
C 0.892 3.369 0.489
N 1.763 2.227 0.618
C 2.677 1.991 -0.491
C 2.032 1.618 -1.791
C 1.603 2.368 -2.847
C 1.057 1.459 -3.788
C 1.190 0.216 -3.245
C 0.841 -1.134 -3.761
O 1.773 0.309 -2.029
C -1.600 -1.608 0.079
H -2.575 1.021 -2.627
H -2.234 -0.726 -2.549
H -1.119 0.439 -1.789
H -4.487 -0.212 1.119
H -4.204 -1.920 2.888
H -2.256 -3.424 2.848
H 0.406 -3.227 0.194
H -0.470 -4.480 1.085
H 0.165 -3.513 3.226
H 1.636 -3.644 2.227
H 0.135 -1.139 2.725
H 3.017 0.770 2.117
H 1.608 0.651 3.189
H 1.048 0.279 0.277
H -2.038 2.098 1.122
H -0.400 2.555 -1.050
H -1.142 3.867 -0.112
H 0.760 3.807 1.487
H 1.365 4.108 -0.156
H 3.345 1.180 -0.191
H 3.267 2.899 -0.632
H 1.673 3.432 -2.949
H 0.631 1.699 -4.741
H 1.714 -1.605 -4.213
H 0.060 -1.056 -4.512
H 0.503 -1.775 -2.949
H -0.853 -1.526 -0.697
*
```

***

b.
The following is a quantum chemistry calculation of one molecule with the formula C21H27N3O4, from the Open Molecules 2025 dataset.

- E_HOMO: -7.56 eV
- SMILES string: COc1cc(/C=N/NC(=O)c2ccoc2C)ccc1OCCN1CCCCC1

Structure (ORCA input):
```
! RIJCOSX wB97M-V def2-TZVPD def2/J DEFGRID3
* xyz 0 1
C -0.602 -5.225 0.313
O -1.504 -4.169 0.100
C -1.000 -2.911 -0.050
C 0.339 -2.581 -0.001
C 0.762 -1.256 -0.166
C 2.178 -0.961 -0.107
N 2.587 0.241 -0.246
N 3.894 0.590 -0.202
C 5.023 -0.162 -0.027
O 5.018 -1.372 0.123
C 6.261 0.638 -0.042
C 6.427 2.057 -0.099
C 7.764 2.279 -0.084
O 8.439 1.116 -0.025
C 7.538 0.120 0.004
C 8.026 -1.278 0.069
C -0.191 -0.267 -0.379
C -1.537 -0.582 -0.430
C -1.959 -1.894 -0.270
O -3.252 -2.316 -0.310
C -4.273 -1.383 -0.584
C -4.537 -0.406 0.580
N -4.224 0.960 0.204
C -3.861 1.799 1.333
C -3.334 3.140 0.832
C -4.394 3.840 -0.011
C -4.824 2.908 -1.139
C -5.294 1.576 -0.562
H 0.091 -5.341 -0.527
H -0.031 -5.089 1.237
H -1.215 -6.122 0.398
H 1.086 -3.342 0.164
H 2.842 -1.805 0.059
H 4.006 1.586 -0.335
H 5.671 2.815 -0.134
H 8.341 3.181 -0.110
H 8.631 -1.423 0.963
H 8.648 -1.500 -0.797
H 7.174 -1.949 0.092
H 0.137 0.753 -0.502
H -2.262 0.202 -0.577
H -5.151 -2.005 -0.774
H -4.036 -0.817 -1.493
H -5.581 -0.502 0.922
H -3.890 -0.698 1.410
H -3.079 1.289 1.901
H -4.723 1.968 2.004
H -3.050 3.760 1.684
H -2.445 2.962 0.224
H -4.002 4.773 -0.418
H -5.259 4.080 0.613
H -5.629 3.356 -1.724
H -3.977 2.726 -1.802
H -5.578 0.900 -1.371
H -6.187 1.742 0.070
*
```

***

c.
The following is a quantum chemistry calculation of one molecule with the formula C21H27N3O4, from the Open Molecules 2025 dataset.

- E_HOMO: -8.30 eV
- SMILES string: CCc1cc(CNC(=O)[C@H]2CCC(=O)N(CCc3ccc(OC)cc3)C2)on1

Structure (ORCA input):
```
! RIJCOSX wB97M-V def2-TZVPD def2/J DEFGRID3
* xyz 0 1
C 2.671 4.788 3.484
C 1.662 3.958 4.266
C 1.428 2.623 3.654
C 0.537 1.614 4.116
C 0.684 0.603 3.213
C 0.064 -0.752 3.101
N 0.323 -1.352 1.816
C -0.675 -1.683 0.959
O -1.846 -1.591 1.253
C -0.162 -2.215 -0.370
C 0.489 -3.602 -0.197
C 0.137 -4.532 -1.364
C 0.064 -3.806 -2.695
O 0.639 -4.185 -3.698
N -0.744 -2.723 -2.662
C -0.958 -1.941 -3.859
C -0.049 -0.704 -3.957
C -0.395 0.360 -2.953
C 0.480 0.721 -1.941
C 0.137 1.661 -0.982
C -1.105 2.281 -1.039
O -1.556 3.223 -0.163
C -0.762 3.531 0.954
C -1.981 1.950 -2.074
C -1.629 1.005 -3.012
C -1.294 -2.296 -1.398
O 1.590 0.970 2.289
N 2.038 2.220 2.573
H 2.318 4.953 2.471
H 3.622 4.268 3.429
H 2.821 5.751 3.967
H 0.703 4.482 4.322
H 2.010 3.810 5.292
H -0.104 1.648 4.971
H -1.024 -0.681 3.206
H 0.449 -1.393 3.906
H 1.280 -1.364 1.501
H 0.578 -1.508 -0.755
H 0.150 -4.062 0.734
H 1.573 -3.495 -0.137
H -0.843 -4.984 -1.192
H 0.868 -5.336 -1.449
H -0.739 -2.603 -4.700
H -2.009 -1.643 -3.897
H -0.155 -0.298 -4.966
H 0.987 -1.024 -3.829
H 1.463 0.271 -1.901
H 0.848 1.901 -0.207
H -0.625 2.653 1.592
H 0.217 3.925 0.665
H -1.309 4.293 1.506
H -2.935 2.451 -2.117
H -2.321 0.763 -3.806
H -2.062 -2.993 -1.043
H -1.756 -1.316 -1.517
*
```

***

It turns out a is the most stable, with the second structure 61.1 kJ/mol higher.